{"formula": "C5H9I2N2S", "method": "ωB97M-V with the def2-TZVPD basis set", "elements": ["C", "C", "C", "C", "C", "N", "N", "S", "I", "I", "H", "H", "H", "H", "H", "H", "H", "H", "H"], "coordinates": [[0.922448, 0.338264, -0.660859], [1.918409, 0.113800, 0.206376], [-0.316404, 0.476295, 1.275565], [0.917405, 0.681257, -2.051426], [-0.936628, -1.180633, -0.428986], [-1.551607, -0.543012, 2.125606], [-0.478639, 0.202713, -0.101668], [1.451668, -0.122498, 1.829544], [3.919640, 0.192390, -0.296800], [-0.849622, 2.501941, 1.858412], [0.163486, 1.635517, -2.123409], [0.409570, -0.196868, -2.555158], [1.880244, 1.021150, -2.426659], [-1.954756, -1.284299, -0.028100], [-0.837199, -1.387663, -1.499534], [-0.424028, -2.071145, 0.066093], [-2.118485, 0.073585, 2.650383], [-1.080382, -1.294953, 2.718813], [-1.035121, 0.844159, -0.558193]], "atomic_forces_ev_per_a": [[1.031, 0.167, 1.071], [-0.527, 0.439, -1.125], [-2.283, -2.267, 6.329], [-2.786, 1.712, -1.364], [-1.044, -2.465, 0.464], [3.919, 0.050, -2.125], [3.841, -3.135, -0.117], [-2.403, 0.543, 0.132], [-0.077, -0.083, 0.034], [0.503, -0.770, -0.585], [1.721, -2.093, -0.320], [0.956, 1.276, -0.397], [-0.138, -0.482, -0.220], [0.228, 0.213, -0.690], [-0.290, 0.553, 0.233], [0.149, 1.923, -0.179], [-0.301, 0.747, 0.924], [-0.641, 1.763, -0.929], [-1.858, 1.908, -1.137]], "total_charge": 1, "e_lumo_ev": -4.09}

---

{"formula": "C5H9MgO4V", "method": "ωB97M-V with the def2-TZVPD basis set", "elements": ["O", "C", "C", "O", "C", "C", "O", "C", "V", "H", "H", "H", "H", "H", "H", "H", "H", "H", "Mg", "O"], "coordinates": [[-0.780303, 2.511088, -0.363312], [0.356625, 1.933374, -0.031483], [0.494281, 0.651841, 0.413239], [-0.796363, 0.051497, 0.647677], [-1.048424, -1.095550, -0.146586], [-2.524192, -1.392017, -0.078189], [-3.218937, -0.200100, -0.438304], [-4.621918, -0.381395, -0.579329], [-2.268755, 1.478418, 0.414193], [1.277628, 2.529759, -0.149826], [-0.468659, -1.957146, 0.220508], [-0.750169, -0.887368, -1.186472], [-2.827056, -1.695788, 0.936812], [-2.777726, -2.199501, -0.781138], [-5.065639, 0.598938, -0.782053], [-4.825787, -1.061968, -1.417677], [-5.050539, -0.795091, 0.345607], [3.385201, -0.325985, -1.076589], [2.358619, -0.064700, 1.128887], [3.682498, -0.457409, -0.126931]], "atomic_forces_ev_per_a": [[0.436, 0.038, 0.331], [0.330, -0.056, -0.072], [0.667, 0.202, 0.811], [0.071, -0.525, 0.041], [0.235, -0.134, -0.360], [-0.117, -0.432, 0.169], [-0.157, -0.206, -0.037], [-0.450, -0.078, -0.012], [-0.751, 0.884, -0.133], [-0.264, -0.154, -0.065], [-0.105, 0.152, -0.072], [-0.050, -0.079, 0.253], [0.053, 0.094, -0.204], [0.034, 0.157, 0.112], [0.169, -0.299, 0.084], [0.070, 0.098, 0.138], [0.096, 0.140, -0.200], [0.574, -0.253, 1.936], [-0.265, 0.244, -1.665], [-0.575, 0.208, -1.054]], "spin_multiplicity": 5, "e_lumo_ev": [-1.00, -1.01]}

---

{"formula": "C5H9N", "method": "ωB97M-V with the def2-TZVPD basis set", "elements": ["C", "C", "N", "C", "C", "C", "H", "H", "H", "H", "H", "H", "H", "H", "H"], "coordinates": [[-2.342145, -0.449742, -1.068002], [-1.567622, 0.425976, -0.355771], [-0.157792, 0.749831, -0.801501], [0.985900, 1.037075, 0.140550], [1.977040, -1.053479, 1.090174], [0.951430, -0.215505, 1.079764], [-1.963310, -1.125999, -1.902920], [-3.398362, -0.593681, -0.682411], [-1.979827, 1.138356, 0.303187], [0.003071, 0.160621, -1.698799], [1.967453, 1.072597, -0.325845], [0.674232, 1.959185, 0.877693], [2.078684, -2.098891, 1.275841], [2.835371, -0.548438, 0.690248], [-0.064124, -0.457905, 1.377793]], "atomic_forces_ev_per_a": [[-1.035, -1.214, -0.162], [3.531, 0.663, -1.857], [-2.114, -0.644, -1.766], [-3.130, -0.936, 3.409], [1.849, -0.009, -0.145], [-1.424, 1.429, -0.961], [-0.480, 0.946, 1.341], [1.272, 0.056, -0.801], [-0.380, 0.647, 0.849], [0.324, 1.275, 2.559], [-0.227, 0.544, -0.301], [0.966, -1.672, -2.462], [-0.390, -0.528, 0.334], [1.103, -0.404, -0.079], [0.135, -0.155, 0.042]], "spin_multiplicity": 2, "total_charge": -1, "e_lumo_ev": [4.59, 4.42]}

---

Values for ΔE to the lowest compared entry with this formula, charge and spin, kcal/mol, ordered as above
61.0, 21.5, 63.3